Record 1
{
  "formula": "C5H9NO",
  "method": "the ωB97M-V functional and the def2-TZVPD basis",
  "elements": ["C", "C", "C", "C", "C", "N", "O", "H", "H", "H", "H", "H", "H", "H", "H", "H"],
  "positions_angstrom": [[-0.2300, 1.3032, 1.3993], [0.5761, 0.5427, 0.3543], [1.0190, -0.9188, 0.6628], [0.4262, -1.4139, -0.6899], [-0.1695, -0.0545, -0.8057], [-1.0913, 0.5107, -1.4181], [-1.8481, -0.1438, -2.3954], [0.3944, 1.5267, 2.2716], [-1.0920, 0.7142, 1.7347], [-0.6099, 2.2505, 1.0002], [1.4128, 1.1566, -0.0012], [2.0909, -1.0655, 0.7952], [0.4786, -1.3264, 1.5212], [-0.2960, -2.2342, -0.6663], [1.1697, -1.6127, -1.4669], [-2.2309, 0.7652, -2.2958]],
  "forces_ev_per_angstrom": [[0.0202, -0.0145, -0.0025], [0.1798, 0.0046, 0.1088], [0.2489, -0.1915, 0.2929], [0.1211, -0.3278, -0.0004], [-0.0675, -0.0157, -0.1079], [1.3259, 0.6905, 1.4352], [-0.2079, 1.4668, 0.4975], [-0.0910, -0.0275, -0.1045], [0.1528, 0.0589, -0.0727], [0.0935, -0.1968, 0.0243], [-0.0327, -0.1303, 0.0844], [-0.0931, -0.0706, 0.0589], [0.1190, 0.0196, -0.0778], [0.1538, 0.0605, 0.0316], [-0.0339, -0.0262, 0.1291], [-1.8889, -1.3002, -2.2968]],
  "gap_ev": 10.642,
  "smiles": "C[C@H]1CC/C1=N\\O",
  "e_lumo_ev": 1.107,
  "max_force_ev_per_a": 3.25,
  "total_charge": 0,
  "e_above_lowest_ev": 3.863,
  "homo_energy_ev": -9.5
}


Record 2
{
  "formula": "C16H22Cl2N2O2",
  "method": "the ωB97M-V functional and the def2-TZVPD basis",
  "elements": ["C", "C", "C", "O", "C", "C", "C", "Cl", "C", "C", "C", "Cl", "C", "O", "N", "C", "C", "C", "N", "C", "C", "C", "H", "H", "H", "H", "H", "H", "H", "H", "H", "H", "H", "H", "H", "H", "H", "H", "H", "H", "H", "H", "H", "H"],
  "positions_angstrom": [[1.0262, 0.8670, -3.2493], [0.1650, 1.4982, -2.1631], [-0.8138, 0.4823, -1.5627], [-1.7529, 1.2053, -0.7797], [-2.8183, 0.5609, -0.2516], [-3.1234, -0.7823, -0.4398], [-4.2559, -1.3182, 0.1559], [-4.6090, -2.9877, -0.0901], [-5.0981, -0.5493, 0.9399], [-4.7944, 0.7876, 1.1357], [-3.6694, 1.3345, 0.5518], [-3.2775, 2.9955, 0.8046], [-0.0960, -0.6450, -0.8007], [0.0267, -1.7256, -1.3577], [0.3521, -0.4299, 0.4504], [0.4011, 0.8320, 1.1545], [1.8258, 1.4461, 1.1840], [2.8791, 0.5814, 0.4956], [3.2523, -0.5996, 1.2611], [4.0117, -1.5202, 0.4433], [2.1623, -1.2204, 1.9815], [0.9147, -1.5718, 1.1590], [1.5604, 0.0016, -2.8644], [1.7514, 1.5876, -3.6188], [0.4110, 0.5363, -4.0824], [0.7970, 1.9118, -1.3780], [-0.4260, 2.3159, -2.5807], [-1.3385, -0.0163, -2.3916], [-2.4916, -1.4208, -1.0349], [-5.9729, -0.9856, 1.3924], [-5.4306, 1.4082, 1.7459], [-0.2881, 1.5341, 0.6920], [0.0465, 0.6499, 2.1740], [2.1369, 1.6263, 2.2126], [1.8104, 2.4134, 0.6783], [3.7913, 1.1762, 0.3685], [2.5254, 0.3093, -0.5129], [4.8904, -1.0013, 0.0606], [4.3445, -2.3551, 1.0574], [3.4440, -1.9128, -0.4136], [1.8871, -0.5616, 2.8088], [2.5398, -2.1465, 2.4218], [0.1523, -1.9820, 1.8332], [1.1509, -2.3294, 0.4091]],
  "forces_ev_per_angstrom": [[-0.0430, 0.0576, 0.1718], [-0.2025, -0.2183, 0.0288], [0.1034, 0.0056, -0.3747], [-0.0849, 0.0795, -0.0691], [-0.3112, 0.0364, 0.2478], [0.1184, 0.0434, -0.0810], [-0.0089, 0.3798, 0.1182], [-0.0581, -0.2619, -0.0407], [0.0510, -0.1396, -0.0739], [0.1735, -0.0253, -0.1200], [0.1409, -0.1038, -0.1089], [-0.0203, 0.2149, 0.0784], [-0.2765, 0.0689, -0.1554], [-0.0516, -0.0998, -0.3191], [0.0434, -0.1315, 0.2406], [0.0005, 0.4089, 0.0766], [0.1210, -0.1808, -0.1193], [0.1700, 0.2911, 0.1024], [-0.0202, 0.0549, -0.0487], [-0.0127, 0.0269, 0.0523], [-0.2728, 0.0497, -0.0250], [0.2847, -0.3705, 0.0440], [0.1016, -0.0983, -0.0340], [0.0656, 0.0236, -0.0598], [-0.0273, -0.0564, -0.1040], [-0.0106, 0.0828, 0.0774], [-0.0127, 0.0013, 0.0867], [0.1016, 0.0003, 0.2266], [0.0860, -0.0774, -0.0885], [-0.0798, -0.0663, 0.0356], [-0.0423, 0.0856, 0.0518], [0.0490, -0.1236, 0.1512], [-0.0242, 0.0709, -0.0827], [0.0137, 0.0765, 0.0379], [0.0092, 0.0105, 0.0419], [-0.1033, -0.0001, -0.1112], [0.0497, 0.0403, 0.0160], [0.0584, -0.0502, -0.0641], [0.0653, -0.0732, -0.0276], [-0.0037, -0.0177, -0.0395], [-0.0256, -0.0915, 0.0535], [-0.0795, 0.0546, 0.0638], [0.0407, -0.0498, -0.0293], [-0.0759, 0.0721, 0.1730]],
  "gap_ev": 9.196,
  "smiles": "CC[C@H](Oc1cc(Cl)ccc1Cl)C(=O)N1CCCN(C)CC1",
  "e_lumo_ev": 0.719,
  "max_force_ev_per_a": 0.47,
  "total_charge": 0,
  "e_above_lowest_ev": 0.912,
  "homo_energy_ev": -8.5
}


Record 3
{
  "formula": "C8H18FN5O13",
  "method": "the ωB97M-V functional and the def2-TZVPD basis",
  "elements": ["C", "C", "O", "C", "O", "O", "F", "H", "H", "H", "C", "N", "O", "O", "H", "H", "H", "C", "N", "O", "O", "H", "H", "H", "C", "N", "O", "O", "H", "H", "H", "C", "N", "O", "O", "H", "H", "H", "C", "N", "O", "O", "H", "H", "H"],
  "positions_angstrom": [[0.0797, -0.7453, 0.3097], [-0.6938, -0.2953, -0.9058], [-1.6761, 0.6106, -0.4846], [-1.7430, 0.5047, 0.8311], [-2.7320, 0.9724, 1.3796], [-0.8473, -0.2467, 1.3378], [-1.2254, -1.2916, -1.5187], [1.0249, -0.2851, 0.5975], [0.1429, -1.8303, 0.3919], [-0.0795, 0.1531, -1.6866], [-3.0243, 4.6989, -3.2033], [-2.5244, 3.3525, -3.2255], [-2.5420, 2.6754, -4.2038], [-1.9003, 2.9740, -2.2335], [-2.7120, 4.9996, -4.2033], [-2.4545, 5.2248, -2.4371], [-4.1139, 4.6880, -3.1751], [0.6733, 2.7355, 1.0984], [1.6849, 2.6664, -0.0646], [2.4917, 3.5463, -0.2180], [1.7263, 1.7063, -0.7986], [0.8297, 3.5845, 1.7639], [0.6353, 1.7255, 1.5065], [-0.2996, 2.9808, 0.6725], [-1.6679, -2.1173, 4.6838], [-0.3173, -2.0668, 5.1285], [0.3425, -3.1077, 5.1026], [0.2167, -0.9964, 5.3882], [-2.2625, -1.6362, 5.4604], [-1.8998, -3.1822, 4.6659], [-1.7079, -1.5844, 3.7339], [0.8120, -0.9573, -4.8849], [1.9399, -0.5971, -5.7952], [1.7787, -0.9598, -7.0512], [2.8129, 0.1879, -5.3896], [1.2241, -1.1305, -3.8908], [0.2314, -1.8249, -5.1985], [0.2945, -0.0003, -4.9522], [2.2049, -4.1594, 3.2811], [2.8286, -2.8575, 2.8282], [2.4506, -2.4233, 1.7480], [3.8067, -2.3789, 3.4374], [2.2516, -4.0762, 4.3669], [2.7616, -5.0085, 2.8847], [1.1780, -4.2283, 2.9224]],
  "forces_ev_per_angstrom": [[-0.8913, 0.5953, 1.6803], [2.8470, 3.1121, -0.7407], [1.6189, -0.6131, -1.5066], [-5.8905, 1.7923, 0.9537], [2.2530, -0.4255, 0.1660], [2.2190, -1.8282, 1.5986], [-2.4022, -3.7349, -1.5775], [0.0589, -0.1175, -0.9025], [-0.0526, 0.1166, -0.0308], [0.2754, 0.8038, 0.4339], [0.0090, 0.7958, -1.2400], [2.5231, -1.6746, 2.6459], [-1.0519, -0.5574, -2.1995], [-0.5195, 0.4895, 0.2610], [-0.3047, 0.7389, 0.0889], [-0.7067, 0.0259, -0.0021], [0.1844, 0.1598, 0.3972], [-0.3257, 0.0199, -1.1633], [0.8990, 0.8454, 0.3866], [-0.2802, 1.2223, 0.8583], [-1.3768, -1.5123, 0.0091], [0.9090, -0.5030, 0.0329], [0.1797, 0.4475, 0.3693], [-0.0108, -0.3616, -0.4970], [-1.4492, -0.3882, 0.4793], [3.9754, 0.4031, 0.0655], [-0.9607, 0.1990, 0.2446], [-1.1155, -0.3588, -0.0003], [-0.1304, 0.2011, -0.3297], [-0.2950, 0.2948, -0.4838], [-0.2544, -0.1505, 0.0904], [-0.1101, -0.0825, -0.0001], [2.7227, 2.9294, 1.4221], [0.7206, 0.4937, 1.4990], [-3.1026, -3.5579, -2.6240], [0.2854, 0.2001, -0.1273], [0.0966, 0.2138, -0.4465], [-0.6780, -0.1206, 0.3483], [0.0910, 0.6228, 0.8062], [2.3626, 0.1556, -0.5057], [-0.3935, 0.1318, 0.3977], [-2.4482, -1.2370, -0.7269], [-0.0639, -0.5200, -0.2257], [0.3498, 0.3879, 0.0294], [0.2338, 0.3456, 0.0658]],
  "gap_ev": [4.824, 2.176],
  "e_lumo_ev": [-7.920, -10.568],
  "max_force_ev_per_a": 6.23,
  "total_charge": 1,
  "e_above_lowest_ev": 0.962,
  "homo_energy_ev": [-12.7, -12.7],
  "multiplicity": 2
}


Record 4
{
  "formula": "C8H4Cl2O",
  "method": "the ωB97M-V functional and the def2-TZVPD basis",
  "elements": ["C", "C", "C", "C", "C", "C", "C", "C", "O", "Cl", "Cl", "H", "H", "H", "H"],
  "positions_angstrom": [[1.7363, 0.7306, -0.2707], [2.1355, -0.5375, -0.6947], [0.3659, 0.8763, 0.0533], [1.2693, -1.5292, -0.3224], [-0.6092, -0.0564, 0.2815], [0.0406, -1.3894, 0.2998], [-1.9774, 0.5553, 0.5861], [-2.6393, 1.6684, 0.8477], [-3.5114, 2.3709, 1.1556], [-3.2363, 0.1132, -0.7330], [-0.5084, -3.1180, 0.9278], [2.2088, 1.6342, -0.5293], [3.1045, -0.6561, -1.1987], [0.1930, 1.9321, 0.2657], [1.4280, -2.5943, -0.6685]],
  "forces_ev_per_angstrom": [[-2.1341, -1.6661, -1.1744], [0.5815, 1.9205, 0.6774], [2.1506, 2.3162, 0.5276], [-0.2756, -3.2676, -0.9797], [0.4113, -0.9953, 1.6196], [-1.8538, -0.0006, 0.0118], [0.3564, -2.1971, -2.0959], [-0.5040, -0.2663, 1.3419], [1.0031, 0.5820, -0.0213], [0.4928, -0.7442, 0.1238], [-0.1522, 2.8328, -0.8356], [1.0580, 0.7798, 0.0852], [-0.6489, -0.4204, 0.2436], [-0.8652, -0.1915, -0.3344], [0.3802, 1.3179, 0.8103]],
  "gap_ev": 8.645,
  "e_lumo_ev": -0.487,
  "max_force_ev_per_a": 3.42,
  "total_charge": 0,
  "e_above_lowest_ev": 0.000,
  "homo_energy_ev": -9.1
}


no.,total energy (eV)
1,-8865.3498
2,-49069.2907
3,-45346.6794
4,-35449.3297